Below is C46H46Cl3N6O3PdTe as an isolated structure, with properties calculated with wB97M-V/def2-TZVPD.

Summary:
F_max, hartree/bohr: 0.0167
E_HOMO (spin up / spin down), Ha: -0.3520 / -0.3521
Frontier orbital gap (spin up / spin down), eV: 7.36 / 5.29
E_tot, eV: -111866.525
Charge: +1
Spin multiplicity: 3
ΔE to the lowest compared entry with this formula, charge and spin, kcal/mol: 10.47
⟨S²⟩: 2.008

Positions of all 106 atoms, in Å:
Pd -0.78750 1.15662 1.32385
Cl -2.54696 4.30994 5.73730
C -2.61890 4.08240 4.03144
C -3.29045 4.98047 3.22225
C -3.30930 4.74606 1.85658
C -2.66134 3.63276 1.35851
N -2.01832 2.77041 2.15259
C -1.98777 2.98495 3.46861
H -3.78375 5.84021 3.65462
H -3.82170 5.41884 1.18387
H -2.65158 3.41817 0.29759
H -1.44401 2.27072 4.07159
Cl 0.83973 -4.08786 -4.09410
C -0.85386 -3.72730 -4.01338
C -1.62104 -3.95432 -5.14224
C -2.96426 -3.60839 -5.15031
C -3.53336 -3.05069 -4.01814
C -2.75772 -2.86453 -2.88677
Cl -3.52036 -2.23384 -1.45032
C -1.39792 -3.18600 -2.83932
N -0.63295 -2.92020 -1.71497
C 0.08154 -3.90894 -1.01717
C -0.26720 -5.25164 -1.14204
C 0.43504 -6.23597 -0.47065
C 1.48667 -5.88607 0.36355
C 1.82009 -4.54781 0.49688
C 1.14159 -3.53652 -0.18033
C 1.69305 -2.13083 -0.07891
C 0.88438 -0.99846 0.53930
O 1.48243 -0.14650 1.21277
O -0.37483 -0.89253 0.30838
H -1.15017 -4.38249 -6.01597
H -3.56287 -3.77454 -6.03483
H -4.58093 -2.78482 -3.99015
H -0.90196 -2.13059 -1.13989
H -1.09492 -5.52075 -1.78771
H 0.15775 -7.27415 -0.60077
H 2.04804 -6.64332 0.89440
H 2.65308 -4.27186 1.13450
H 1.97106 -1.77041 -1.07876
H 2.61865 -2.16783 0.49361
C -3.02309 -5.55961 1.51480
C -2.32456 -4.34137 2.04295
C -1.09765 -4.43993 2.68020
C -0.45402 -3.32564 3.19950
C 0.88967 -3.52040 3.85969
C -1.06656 -2.06406 3.07283
C -0.37732 -0.92141 3.64579
O -0.69251 0.26057 3.51758
C -2.30873 -1.94304 2.40535
C -3.03701 -0.64316 2.22380
C -2.91020 -3.08240 1.91261
H -2.36923 -6.42905 1.53119
H -3.35914 -5.39765 0.49027
H -3.90537 -5.78211 2.11880
H -0.62320 -5.40951 2.76616
H 1.17739 -4.56795 3.79929
H 0.87242 -3.24342 4.91502
H 1.67091 -2.93257 3.37468
H 0.49559 -1.14197 4.27249
H -3.21397 -0.13383 3.17218
H -3.98285 -0.79973 1.70831
H -2.47859 0.09757 1.61992
H -3.86890 -2.99690 1.41383
Te -1.15584 1.28108 -1.41760
C -1.45593 3.10251 -2.43962
C -2.39182 3.09264 -3.46812
C -2.57825 4.23710 -4.23540
C -1.84118 5.38068 -3.97024
C -0.91591 5.39083 -2.93389
C -0.72417 4.25237 -2.16639
C 0.71025 0.89472 -2.30918
C 0.66513 0.43918 -3.62220
C 1.84932 0.18425 -4.29787
C 3.06699 0.36768 -3.65924
C 3.10397 0.81045 -2.34518
C 1.92438 1.08224 -1.66294
H -2.97000 2.20122 -3.67888
H -3.29902 4.23018 -5.04228
H -1.98903 6.26957 -4.56882
H -0.34269 6.28529 -2.72700
H -0.00042 4.25970 -1.36091
H -0.28319 0.27570 -4.12012
H 1.81577 -0.17412 -5.31785
H 3.98875 0.15614 -4.18503
H 4.05395 0.93137 -1.84124
H 1.95421 1.38370 -0.62784
C 5.48546 3.08980 2.41300
C 5.00785 4.12007 1.39429
C 4.81255 3.48379 0.02241
C 3.75272 4.84495 1.88322
N 2.56149 3.99133 1.87021
C 1.71121 3.70805 0.88332
N 0.83765 2.84585 1.33911
N 1.18362 2.58831 2.62374
N 2.20895 3.27575 2.94840
H 6.39038 2.59527 2.05993
H 4.72849 2.31958 2.57629
H 5.70802 3.55115 3.37585
H 5.76312 4.90591 1.30170
H 4.13749 2.62668 0.08155
H 5.76525 3.11779 -0.35962
H 4.41558 4.18889 -0.71293
H 3.52892 5.72067 1.27461
H 3.86942 5.16236 2.91764
H 1.75634 4.12450 -0.10762

Atoms 1-6, force components in eV/Å:
0.4112 0.4161 -0.6297
-0.0015 -0.0003 -0.0138
0.0076 -0.0092 0.0521
-0.0178 0.0206 -0.0194
-0.0104 0.0047 0.0050
-0.0312 -0.0438 0.0427

Here are the Mulliken charges for atoms 1 to 99, given in e: atom 1 (Pd): 0.47, atom 2 (Cl): -0.20, atom 3 (C): -0.28, atom 4 (C): -0.16, atom 5 (C): -0.89, atom 6 (C): -0.47, atom 7 (N): 0.27, atom 8 (C): -0.48, atom 9 (H): 0.46, atom 10 (H): 0.47, atom 11 (H): 0.48, atom 12 (H): 0.71, atom 13 (Cl): -0.20, atom 14 (C): 0.99, atom 15 (C): -0.51, atom 16 (C): -0.60, atom 17 (C): -0.58, atom 18 (C): 0.81, atom 19 (Cl): -0.15, atom 20 (C): -1.47, atom 21 (N): 1.30, atom 22 (C): 0.41, atom 23 (C): -0.20, atom 24 (C): -0.84, atom 25 (C): -1.01, atom 26 (C): -0.48, atom 27 (C): 0.72, atom 28 (C): -1.88, atom 29 (C): 1.26, atom 30 (O): -0.88, atom 31 (O): -0.35, atom 32 (H): 0.47, atom 33 (H): 0.42, atom 34 (H): 0.50, atom 35 (H): -0.72, atom 36 (H): 0.59, atom 37 (H): 0.47, atom 38 (H): 0.43, atom 39 (H): 0.43, atom 40 (H): 0.00, atom 41 (H): 0.54, atom 42 (C): -1.84, atom 43 (C): 0.38, atom 44 (C): -0.77, atom 45 (C): 1.27, atom 46 (C): -2.40, atom 47 (C): 0.84, atom 48 (C): -0.66, atom 49 (O): -0.30, atom 50 (C): 0.92, atom 51 (C): -0.28, atom 52 (C): -0.53, atom 53 (H): 0.36, atom 54 (H): 0.35, atom 55 (H): 0.44, atom 56 (H): 0.26, atom 57 (H): 0.36, atom 58 (H): 0.52, atom 59 (H): 0.43, atom 60 (H): 0.44, atom 61 (H): 0.44, atom 62 (H): 0.36, atom 63 (H): -0.43, atom 64 (H): 0.56, atom 65 (Te): 0.82, atom 66 (C): 0.24, atom 67 (C): -0.66, atom 68 (C): -0.61, atom 69 (C): -0.63, atom 70 (C): -0.54, atom 71 (C): 0.01, atom 72 (C): 0.63, atom 73 (C): -0.60, atom 74 (C): -0.75, atom 75 (C): -0.77, atom 76 (C): -0.44, atom 77 (C): -0.08, atom 78 (H): 0.45, atom 79 (H): 0.43, atom 80 (H): 0.39, atom 81 (H): 0.45, atom 82 (H): 0.18, atom 83 (H): 0.49, atom 84 (H): 0.44, atom 85 (H): 0.42, atom 86 (H): 0.48, atom 87 (H): -0.10, atom 88 (C): -1.43, atom 89 (C): 0.83, atom 90 (C): -1.15, atom 91 (C): -1.21, atom 92 (N): 0.72, atom 93 (C): -0.83, atom 94 (N): 0.37, atom 95 (N): 0.47, atom 96 (N): -1.10, atom 97 (H): 0.41, atom 98 (H): 0.22, atom 99 (H): 0.41

***

Below is C46H46CoN2O4Sb as an isolated structure, with properties calculated with wB97M-V/def2-TZVPD.

Summary:
F_max, hartree/bohr: 0.0154
E_HOMO, Ha: -0.3069
Frontier orbital gap, eV: 7.37
E_tot, eV: -103781.898
Charge: 0
ΔE to the lowest compared entry with this formula, charge and spin, kcal/mol: 0.00

Positions of all 100 atoms, in Å:
Co -0.94980 -1.06441 0.04095
C 3.90318 3.43585 -0.72295
C 2.81827 2.89800 0.18823
C 2.78681 3.56726 1.55335
O 1.54426 3.05881 -0.41576
C 0.92687 1.78916 -0.61033
C 1.74628 0.84869 0.27418
O 3.01134 1.50242 0.31119
C 1.98651 -0.58659 -0.25860
O 0.80253 -1.30495 -0.44146
C 2.71357 -0.51479 -1.61055
C 4.09551 -0.35338 -1.68441
C 4.73314 -0.27219 -2.91214
C 3.99991 -0.35342 -4.08876
C 2.62594 -0.52061 -4.02429
C 1.98857 -0.60287 -2.79271
C 2.85035 -1.39468 0.72998
C 2.96624 -2.76171 0.47904
C 3.64380 -3.59767 1.34693
C 4.22938 -3.07748 2.49674
C 4.13790 -1.72018 2.74790
C 3.45900 -0.88032 1.86752
C -0.57176 1.92937 -0.27464
O -1.19384 0.68389 -0.30223
C -1.29374 2.73354 -1.37048
C -2.68833 2.71561 -1.35865
C -3.41617 3.39579 -2.31831
C -2.75991 4.11124 -3.31402
C -1.37634 4.13972 -3.32986
C -0.64538 3.45723 -2.36147
C -0.73770 2.65124 1.07066
C -0.77694 4.04405 1.13501
C -0.87394 4.69655 2.35279
C -0.93510 3.97028 3.53601
C -0.90322 2.58712 3.48302
C -0.80889 1.93704 2.25755
H 3.79271 4.51320 -0.84406
H 3.82792 2.94962 -1.69557
H 4.88461 3.22525 -0.29701
H 2.54433 4.62407 1.44120
H 3.75549 3.47248 2.04538
H 2.01494 3.10559 2.17200
H 1.03898 1.49080 -1.65733
H 1.32211 0.79672 1.28573
H 4.67328 -0.28801 -0.77217
H 5.80817 -0.14765 -2.95074
H 4.49813 -0.29179 -5.04800
H 2.04409 -0.58635 -4.93550
H 0.91672 -0.74183 -2.73747
H 2.50267 -3.16026 -0.41333
H 3.71905 -4.65659 1.13126
H 4.75741 -3.72711 3.18315
H 4.59524 -1.30109 3.63566
H 3.40507 0.17623 2.08503
H -3.19882 2.15673 -0.58452
H -4.49881 3.36776 -2.29099
H -3.32619 4.64430 -4.06736
H -0.85322 4.69758 -4.09661
H 0.43450 3.51033 -2.38270
H -0.72130 4.62328 0.22323
H -0.90197 5.77886 2.37861
H -1.01217 4.48079 4.48769
H -0.95694 2.00220 4.39333
H -0.79827 0.85840 2.23251
C -5.78358 -0.38090 -2.59935
C -6.20105 -0.60044 -1.29132
C -5.27692 -0.83850 -0.29037
C -3.91964 -0.85861 -0.60785
C -3.49586 -0.63120 -1.91319
C -4.43203 -0.39572 -2.90725
N -2.92051 -1.10029 0.37154
N -3.30401 -1.34228 1.53578
C -2.22979 -1.55666 2.39553
C -2.47568 -1.84344 3.73816
C -1.40001 -2.05318 4.57719
C -0.10582 -1.97524 4.06427
C 0.12885 -1.69630 2.72379
C -0.93524 -1.47738 1.85589
H -6.51405 -0.18907 -3.37438
H -7.25592 -0.58134 -1.05053
H -5.58841 -1.00516 0.73017
H -2.43761 -0.59601 -2.13546
H -4.10063 -0.20350 -3.91899
H -3.49733 -1.88864 4.09275
H -1.55778 -2.27331 5.62451
H 0.74022 -2.13920 4.72087
H 1.14749 -1.65488 2.36669
C -0.37751 -4.62818 1.19510
Sb -1.08888 -3.50636 -0.46350
C 0.10327 -4.41635 -1.96656
C -2.93489 -4.54623 -0.69523
H -0.36547 -5.69028 0.95034
H -1.02418 -4.45584 2.05455
H 0.62891 -4.29244 1.44020
H 0.10630 -5.48984 -1.78502
H 1.11477 -4.02407 -1.90500
H -0.29141 -4.21444 -2.96030
H -2.75267 -5.61620 -0.61116
H -3.39390 -4.32884 -1.65823
H -3.61513 -4.23083 0.09541

Atoms 1-6, force components in eV/Å:
-0.3554 0.2408 -0.1083
-0.0260 -0.0096 0.0210
-0.0134 0.0368 0.0618
0.0045 -0.0400 -0.0173
0.1491 -0.0248 -0.2139
-0.0226 0.1021 0.0744

Here are the Mulliken charges for atoms 1 to 99, given in e: atom 1 (Co): -0.87, atom 2 (C): -1.81, atom 3 (C): 1.13, atom 4 (C): -1.59, atom 5 (O): -0.28, atom 6 (C): -0.56, atom 7 (C): -0.95, atom 8 (O): -0.18, atom 9 (C): 2.52, atom 10 (O): -0.27, atom 11 (C): 0.14, atom 12 (C): -0.21, atom 13 (C): -0.91, atom 14 (C): -0.71, atom 15 (C): -0.92, atom 16 (C): -0.30, atom 17 (C): -1.39, atom 18 (C): -0.52, atom 19 (C): -0.75, atom 20 (C): -0.66, atom 21 (C): -0.95, atom 22 (C): 0.63, atom 23 (C): 1.56, atom 24 (O): -0.06, atom 25 (C): -0.39, atom 26 (C): -0.45, atom 27 (C): -0.68, atom 28 (C): -0.67, atom 29 (C): -0.97, atom 30 (C): -0.16, atom 31 (C): -0.42, atom 32 (C): -0.09, atom 33 (C): -0.88, atom 34 (C): -0.82, atom 35 (C): -0.97, atom 36 (C): 0.08, atom 37 (H): 0.38, atom 38 (H): 0.41, atom 39 (H): 0.35, atom 40 (H): 0.43, atom 41 (H): 0.38, atom 42 (H): 0.21, atom 43 (H): 1.54, atom 44 (H): 0.46, atom 45 (H): 0.43, atom 46 (H): 0.46, atom 47 (H): 0.41, atom 48 (H): 0.47, atom 49 (H): 0.16, atom 50 (H): 0.35, atom 51 (H): 0.44, atom 52 (H): 0.41, atom 53 (H): 0.47, atom 54 (H): 0.46, atom 55 (H): 0.40, atom 56 (H): 0.45, atom 57 (H): 0.40, atom 58 (H): 0.45, atom 59 (H): 0.53, atom 60 (H): 0.50, atom 61 (H): 0.45, atom 62 (H): 0.40, atom 63 (H): 0.47, atom 64 (H): -0.08, atom 65 (C): -0.56, atom 66 (C): -0.61, atom 67 (C): -0.52, atom 68 (C): 0.05, atom 69 (C): 0.39, atom 70 (C): -0.92, atom 71 (N): 1.89, atom 72 (N): -1.14, atom 73 (C): 0.26, atom 74 (C): -0.60, atom 75 (C): -1.04, atom 76 (C): -0.86, atom 77 (C): 0.77, atom 78 (C): 1.13, atom 79 (H): 0.42, atom 80 (H): 0.42, atom 81 (H): 0.45, atom 82 (H): 0.00, atom 83 (H): 0.45, atom 84 (H): 0.51, atom 85 (H): 0.42, atom 86 (H): 0.51, atom 87 (H): -0.22, atom 88 (C): -1.29, atom 89 (Sb): 1.23, atom 90 (C): -1.22, atom 91 (C): -1.27, atom 92 (H): 0.55, atom 93 (H): 0.34, atom 94 (H): 0.23, atom 95 (H): 0.40, atom 96 (H): 0.33, atom 97 (H): 0.41, atom 98 (H): 0.41, atom 99 (H): 0.40